(1)
# C43H48HgN2O3P2

C43H48HgN2O3P2 as an isolated structure at a distorted geometry (ωB97M-V/def2-TZVPD, the Open Molecules 2025 dataset).

Values from the calculation:
* max |F|: 2.24 eV/A
* frontier orbital gap: 0.1687 Ha
* DFT total energy: -77240.9736 eV
* energy above the lowest of the compared OMol25 structures with the same formula, charge and spin: 0.000 eV
* HOMO: -8.14 eV

The geometry in ORCA input format:
```
! wB97M-V def2-TZVPD RIJCOSX def2/J DEFGRID3
* xyz 0 1
Hg 0.355 -2.798 -1.722
C -0.176 2.147 -0.734
C 0.650 1.836 -1.732
C 2.139 1.974 -1.814
C 2.961 0.931 -0.960
C 2.531 0.606 0.455
C 1.851 1.380 1.304
C 1.538 2.832 1.061
C 0.165 3.062 0.408
C 0.252 -2.462 0.459
H -1.242 1.898 -0.834
H 0.237 1.307 -2.600
H 2.466 3.002 -1.611
H 2.391 1.714 -2.858
H 2.910 -0.027 -1.526
H 4.041 1.206 -0.972
H 2.771 -0.432 0.738
H 1.480 0.974 2.261
H 2.310 3.303 0.443
H 1.501 3.339 2.043
H -0.567 2.919 1.215
H 0.092 4.097 0.010
H -0.818 -2.424 0.764
H 0.671 -1.459 0.613
H 0.825 -3.198 1.070
P 5.325 -4.721 -6.339
P 7.060 -5.668 -3.748
C 6.912 -3.961 -5.924
C 7.638 -4.370 -4.856
C 5.541 -4.832 -8.168
C 6.422 -4.048 -8.928
C 6.443 -4.168 -10.320
C 5.625 -5.103 -10.958
C 4.795 -5.940 -10.196
C 4.764 -5.816 -8.808
C 4.217 -3.263 -6.121
C 3.978 -2.848 -4.795
C 3.167 -1.741 -4.554
C 2.618 -1.019 -5.623
C 2.867 -1.430 -6.938
C 3.646 -2.562 -7.188
C 8.661 -6.633 -3.704
C 9.026 -7.318 -4.880
C 10.241 -7.997 -4.949
C 11.110 -7.994 -3.847
C 10.745 -7.329 -2.671
C 9.513 -6.669 -2.595
C 7.165 -4.774 -2.148
C 6.477 -5.381 -1.079
C 6.553 -4.831 0.198
C 7.295 -3.661 0.416
C 7.951 -3.043 -0.651
C 7.866 -3.580 -1.940
H 7.254 -3.138 -6.559
H 8.633 -3.968 -4.641
H 7.096 -3.340 -8.456
H 7.111 -3.526 -10.899
H 5.639 -5.191 -12.047
H 4.170 -6.688 -10.684
H 4.133 -6.470 -8.204
H 4.444 -3.383 -3.964
H 2.962 -1.434 -3.525
H 2.003 -0.138 -5.426
H 2.451 -0.866 -7.775
H 3.826 -2.885 -8.216
H 8.364 -7.291 -5.746
H 10.520 -8.523 -5.865
H 12.073 -8.507 -3.909
H 11.418 -7.317 -1.811
H 9.231 -6.160 -1.673
H 5.904 -6.293 -1.260
H 6.041 -5.325 1.026
H 7.362 -3.239 1.421
H 8.539 -2.138 -0.486
H 8.354 -3.072 -2.771
C -3.857 3.332 1.479
C -3.932 2.385 2.651
C -3.677 0.907 2.271
C -3.937 0.020 3.516
C -3.154 0.422 4.762
C -4.645 0.488 1.143
O -5.835 0.798 1.115
N -4.106 -0.279 0.124
C -2.740 -0.551 -0.140
O -2.462 -1.270 -1.097
N -1.839 0.034 0.705
C -2.202 0.730 1.779
O -1.333 1.326 2.465
H -2.887 3.243 0.976
H -3.973 4.360 1.834
H -4.662 3.112 0.770
H -3.195 2.657 3.412
H -4.926 2.439 3.118
H -5.014 0.076 3.742
H -3.708 -1.022 3.253
H -3.620 1.278 5.271
H -3.150 -0.417 5.468
H -2.117 0.688 4.510
H -4.750 -0.628 -0.580
*
```



(2)
# C43H49Cl60FN3O3P

C43H49Cl60FN3O3P as an isolated structure at a distorted geometry (ωB97M-V/def2-TZVPD, the Open Molecules 2025 dataset).

Values from the calculation:
* max |F|: 1.60 eV/A
* frontier orbital gap: 0.3120 Ha
* DFT total energy: -819348.8336 eV
* energy above the lowest of the compared OMol25 structures with the same formula, charge and spin: 0.000 eV
* HOMO: -8.76 eV

The geometry in ORCA input format:
```
! wB97M-V def2-TZVPD RIJCOSX def2/J DEFGRID3
* xyz 0 1
C 1.144 -2.184 -0.083
C 0.744 -0.772 -0.559
C -0.608 -0.880 -1.272
C -1.096 0.340 -2.013
C -0.483 1.598 -1.974
C -0.941 2.686 -2.727
C -0.173 3.984 -2.663
C -0.874 5.125 -1.893
C -0.054 5.522 -0.681
F 0.181 4.382 0.099
C -2.076 2.549 -3.555
P -2.750 3.882 -4.582
N -3.758 4.871 -3.882
C -2.704 1.306 -3.563
C -2.221 0.233 -2.826
C -3.126 -0.929 -3.089
O -2.918 -2.108 -2.995
N -4.306 -0.356 -3.590
C -5.337 -1.214 -4.169
C -6.229 -1.871 -3.104
N -7.620 -1.449 -3.285
C -3.946 0.825 -4.261
O -4.521 1.270 -5.216
O 1.734 -0.136 -1.345
C 1.996 -0.724 -2.605
C 3.035 0.134 -3.282
C 2.622 1.234 -4.034
C 3.570 2.067 -4.618
C 4.928 1.813 -4.448
C 5.347 0.706 -3.712
C 4.396 -0.130 -3.125
H 2.203 -2.376 -0.250
H 0.891 -2.335 0.962
H 0.598 -2.926 -0.668
H 0.611 -0.164 0.338
H -1.359 -1.189 -0.541
H -0.567 -1.701 -1.991
H 0.392 1.721 -1.352
H 0.816 3.784 -2.253
H 0.000 4.317 -3.690
H -0.888 5.997 -2.545
H -1.899 4.888 -1.619
H -0.542 6.282 -0.072
H 0.919 5.868 -1.034
H -3.322 3.210 -5.663
H -1.619 4.523 -5.127
H -3.896 4.623 -2.909
H -4.833 -2.014 -4.713
H -5.956 -0.622 -4.835
H -6.129 -2.956 -3.207
H -5.885 -1.626 -2.099
H -8.025 -1.924 -4.083
H -8.179 -1.692 -2.476
H 1.107 -0.735 -3.245
H 2.372 -1.749 -2.516
H 1.567 1.451 -4.160
H 3.285 2.941 -5.195
H 5.660 2.480 -4.883
H 6.394 0.482 -3.554
H 4.708 -0.980 -2.527
C 9.673 -0.171 -2.964
Cl 9.689 -0.258 -1.203
Cl 8.340 -1.118 -3.627
Cl 9.576 1.505 -3.510
H 10.600 -0.592 -3.331
C -1.419 -5.451 0.487
Cl -2.020 -4.336 -0.743
Cl -0.270 -6.586 -0.222
Cl -0.690 -4.577 1.835
H -2.261 -6.013 0.868
C -7.193 0.464 -7.480
Cl -8.298 0.792 -8.824
Cl -7.950 0.830 -5.938
Cl -6.647 -1.217 -7.527
H -6.324 1.100 -7.594
C 5.658 4.049 3.486
Cl 6.301 5.692 3.509
Cl 6.594 3.019 2.406
Cl 5.616 3.371 5.115
H 4.642 4.090 3.117
C -3.387 -2.976 4.800
Cl -3.609 -4.624 4.198
Cl -2.517 -3.007 6.332
Cl -2.567 -1.971 3.609
H -4.363 -2.543 4.978
C -1.416 0.922 7.202
Cl -0.590 -0.400 8.038
Cl -0.541 1.383 5.747
Cl -3.083 0.466 6.842
H -1.436 1.773 7.868
C -10.249 3.957 -8.019
Cl -10.523 3.518 -6.335
Cl -11.693 3.664 -8.991
Cl -9.727 5.637 -8.155
H -9.457 3.327 -8.401
C -0.193 -7.797 -4.066
Cl -0.236 -8.634 -5.621
Cl 0.739 -8.723 -2.891
Cl 0.461 -6.170 -4.246
H -1.208 -7.712 -3.701
C 5.686 -0.254 5.861
Cl 4.270 0.113 4.881
Cl 5.278 -1.374 7.163
Cl 6.994 -0.892 4.866
H 6.030 0.669 6.311
C 2.233 2.126 9.225
Cl 3.288 2.451 7.855
Cl 3.055 2.479 10.745
Cl 0.724 3.037 9.109
H 1.981 1.073 9.212
C 5.064 5.891 -6.437
Cl 3.826 5.569 -7.651
Cl 4.329 6.303 -4.887
Cl 6.147 4.508 -6.265
H 5.649 6.739 -6.768
C -3.282 4.499 -8.705
Cl -3.781 5.434 -7.297
Cl -1.521 4.475 -8.842
Cl -3.922 2.856 -8.622
H -3.684 4.977 -9.589
C 0.569 8.689 -4.027
Cl -0.206 7.450 -5.017
Cl -0.438 10.128 -3.921
Cl 0.943 8.065 -2.413
H 1.503 8.961 -4.501
C -8.717 -5.160 -4.988
Cl -8.696 -3.596 -5.807
Cl -7.081 -5.665 -4.563
Cl -9.748 -5.104 -3.559
H -9.127 -5.890 -5.673
C -6.827 5.440 -4.898
Cl -7.006 5.531 -3.148
Cl -8.196 4.586 -5.620
Cl -6.662 7.058 -5.593
H -5.920 4.886 -5.113
C 3.086 1.624 14.939
Cl 2.599 0.128 14.137
Cl 3.611 1.304 16.591
Cl 4.353 2.434 14.020
H 2.226 2.278 14.977
C 3.935 -3.255 15.385
Cl 3.428 -4.779 14.645
Cl 4.465 -3.519 17.046
Cl 5.203 -2.496 14.434
H 3.081 -2.590 15.406
C 2.794 -7.357 11.937
Cl 3.426 -8.737 12.835
Cl 3.805 -6.999 10.537
Cl 1.121 -7.633 11.452
H 2.813 -6.495 12.590
C 8.825 -5.146 14.304
Cl 9.346 -3.875 13.194
Cl 10.213 -5.890 15.100
Cl 7.679 -4.513 15.482
H 8.323 -5.909 13.724
C 4.050 -11.672 -3.358
Cl 4.851 -12.935 -4.295
Cl 5.231 -10.564 -2.659
Cl 2.876 -10.798 -4.340
H 3.518 -12.148 -2.545
*
```



(3)
# C43H49F3GaN2O2PSb

C43H49F3GaN2O2PSb as an isolated structure (ωB97M-V/def2-TZVPD, the Open Molecules 2025 dataset).

Values from the calculation:
* max |F|: 0.69 eV/A
* frontier orbital gap: 0.2773 Ha
* DFT total energy: -128813.9278 eV
* HOMO: -10.32 eV

The geometry in ORCA input format:
```
! wB97M-V def2-TZVPD RIJCOSX def2/J DEFGRID3
* xyz 1 1
Ga 1.116 -0.058 -0.424
C 1.182 0.783 4.675
C 0.728 0.945 3.222
C 0.933 2.407 2.786
P 1.477 -0.196 1.981
C 3.287 -0.393 2.240
C 3.983 0.968 2.162
C 3.698 -1.193 3.474
C 0.701 -1.821 2.088
C 0.584 -2.499 3.314
C 0.017 -3.755 3.430
C -0.103 -4.458 4.764
C -0.456 -4.338 2.253
C -0.369 -3.694 1.033
C 0.213 -2.418 0.908
N 0.283 -1.776 -0.339
C -0.038 -2.537 -1.509
C 0.999 -3.292 -2.084
C 2.331 -3.437 -1.380
C 0.779 -3.931 -3.301
C -0.445 -3.860 -3.958
C -0.638 -4.494 -5.315
C -1.478 -3.177 -3.327
C -1.302 -2.528 -2.106
C -2.481 -1.889 -1.424
H 0.551 1.423 5.300
H 2.215 1.111 4.808
H 1.086 -0.232 5.056
H -0.330 0.708 3.162
H 1.949 2.745 3.006
H 0.236 3.054 3.326
H 0.765 2.558 1.718
H 3.576 -0.963 1.358
H 3.900 1.510 3.110
H 3.581 1.587 1.360
H 5.043 0.818 1.949
H 3.486 -0.665 4.405
H 4.779 -1.359 3.428
H 3.216 -2.172 3.507
H 0.963 -2.028 4.213
H 0.493 -3.960 5.528
H 0.231 -5.495 4.695
H -1.141 -4.472 5.108
H -0.907 -5.329 2.294
H -0.756 -4.180 0.144
H 2.633 -2.517 -0.880
H 3.115 -3.737 -2.076
H 2.264 -4.206 -0.604
H 1.588 -4.513 -3.741
H -0.060 -5.413 -5.411
H -0.305 -3.814 -6.102
H -1.689 -4.724 -5.501
H -2.465 -3.163 -3.787
H -3.392 -2.038 -2.008
H -2.338 -0.821 -1.303
H -2.632 -2.320 -0.429
N 1.009 -0.031 -2.594
C 2.142 0.627 -3.290
C 3.466 -0.050 -2.973
C 3.908 0.074 -1.528
O 5.068 0.072 -1.205
O 2.926 0.185 -0.643
H 1.029 -1.027 -2.795
H 0.127 0.289 -2.977
H 2.179 1.675 -2.991
H 1.976 0.591 -4.363
H 4.256 0.364 -3.593
H 3.401 -1.121 -3.200
F -1.391 8.394 -0.137
C -1.234 7.071 -0.202
C -2.355 6.280 -0.390
C -2.193 4.904 -0.459
C -0.924 4.344 -0.327
C 0.189 5.165 -0.147
C 0.036 6.546 -0.086
Sb -0.741 2.234 -0.452
C -2.062 1.673 1.127
C -2.226 0.312 1.411
C -3.026 -0.114 2.462
C -3.624 0.845 3.254
F -4.385 0.452 4.278
C -3.448 2.199 3.038
C -2.671 2.611 1.964
C -1.937 2.030 -2.205
C -1.282 2.182 -3.431
C -1.969 2.044 -4.632
C -3.320 1.756 -4.579
F -3.990 1.597 -5.726
C -4.006 1.634 -3.387
C -3.305 1.773 -2.196
H -3.330 6.744 -0.485
H -3.064 4.278 -0.625
H 1.183 4.741 -0.051
H 0.883 7.211 0.044
H -1.714 -0.437 0.823
H -3.168 -1.170 2.677
H -3.912 2.913 3.711
H -2.541 3.672 1.795
H -0.226 2.443 -3.460
H -1.481 2.164 -5.593
H -5.073 1.435 -3.402
H -3.839 1.671 -1.255
*
```



(4)
# C43H49LaN13OPSSe

C43H49LaN13OPSSe as an isolated structure (ωB97M-V/def2-TZVPD, the Open Molecules 2025 dataset).

Values from the calculation:
* max |F|: 0.81 eV/A
* frontier orbital gap: 0.2661 Ha
* DFT total energy: -153133.3520 eV
* energy above the lowest of the compared OMol25 structures with the same formula, charge and spin: 5.849 eV
* HOMO: -6.89 eV

The geometry in ORCA input format:
```
! wB97M-V def2-TZVPD RIJCOSX def2/J DEFGRID3
* xyz 0 1
La 0.953 0.153 0.259
C -2.456 5.372 -1.280
C -0.980 5.661 -1.469
N -0.201 4.486 -1.808
C 0.207 3.589 -0.862
S 1.499 2.533 -1.384
N -0.363 3.664 0.305
N 0.076 2.701 1.205
C 0.206 3.070 2.426
C -0.036 4.447 2.951
C 0.695 1.978 3.328
C 0.676 2.106 4.870
C 1.815 1.467 5.697
C 2.951 0.729 4.972
C 2.926 0.640 3.441
N 1.850 1.280 2.666
H -3.002 6.280 -1.037
H -2.569 4.678 -0.449
H -2.886 4.947 -2.184
H -0.578 6.120 -0.559
H -0.845 6.371 -2.289
H 0.408 4.543 -2.607
H -0.087 5.167 2.140
H 0.754 4.723 3.648
H -0.977 4.482 3.503
H 0.286 3.043 5.259
H 2.109 2.024 6.583
H 3.943 0.839 5.403
H 3.896 0.725 2.948
C 3.810 -3.937 1.339
C 3.728 -4.082 2.711
C 3.190 -3.050 3.462
C 2.738 -1.901 2.822
N 2.819 -1.763 1.485
C 3.342 -2.759 0.782
C 2.160 -0.719 3.518
C 2.170 -0.606 5.065
C 1.017 0.141 5.791
C -0.126 0.775 4.975
C -0.113 0.659 3.441
C 1.036 -0.030 2.717
H 4.207 -4.715 0.707
H 4.069 -4.986 3.193
H 3.110 -3.139 4.532
H 3.352 -2.620 -0.291
H 2.574 -1.447 5.619
H 0.731 -0.280 6.751
H -1.109 0.744 5.440
H -1.104 0.578 2.993
C -2.034 -3.283 2.466
C -1.677 -2.087 1.734
N -1.393 -1.139 1.154
H -3.041 -3.181 2.871
H -1.326 -3.419 3.282
H -1.979 -4.132 1.783
C -3.939 -4.369 0.099
C -4.629 -3.107 -0.318
C -4.405 -1.913 0.357
C -4.978 -0.723 -0.054
C -5.791 -0.701 -1.181
N -6.339 0.495 -1.689
C -5.895 1.781 -1.494
O -6.640 2.736 -1.544
N -4.547 1.922 -1.237
C -3.496 1.144 -1.724
C -3.626 0.275 -2.800
C -2.546 -0.509 -3.145
C -1.373 -0.400 -2.422
N -1.223 0.460 -1.415
C -2.261 1.216 -1.074
C -6.055 -1.893 -1.848
C -5.485 -3.077 -1.415
H -3.702 -4.353 1.162
H -3.001 -4.492 -0.444
H -4.559 -5.243 -0.096
H -3.758 -1.905 1.227
H -4.778 0.185 0.492
H -7.286 0.463 -2.047
H -4.308 2.856 -0.929
H -4.553 0.200 -3.343
H -2.618 -1.219 -3.954
H -0.527 -1.038 -2.641
H -2.124 1.886 -0.237
H -6.687 -1.884 -2.725
H -5.695 -3.990 -1.955
Se -0.741 -4.662 -0.884
C 0.149 -3.115 -0.810
N 0.713 -2.098 -0.760
C 4.197 0.743 -4.858
N 3.022 -0.111 -4.980
C 3.464 -1.486 -5.167
N 4.358 -1.971 -4.125
C 5.491 -1.057 -4.033
N 5.129 0.337 -3.811
C 4.538 0.519 -2.490
P 2.997 -0.474 -2.227
C 2.159 0.009 -3.814
C 3.671 -2.092 -2.847
H 3.873 1.769 -4.667
H 4.732 0.716 -5.812
H 4.000 -1.544 -6.120
H 2.589 -2.139 -5.220
H 6.040 -1.116 -4.979
H 6.150 -1.388 -3.227
H 4.296 1.575 -2.340
H 5.273 0.246 -1.725
H 1.798 1.036 -3.712
H 1.281 -0.631 -3.958
H 2.846 -2.805 -2.938
H 4.377 -2.504 -2.119
*
```



- Which value of DFT total energy does entry 2 give?
  -819348.8336 eV